# C4H12

A cluster of 2 separate species, C4H12 in total at a distorted geometry (ωB97M-V/def2-TZVPD, the OMol25 dataset).

Positions of all 16 atoms, in Å:
C 1.35976 1.36397 0.20966
C 2.49434 1.78314 -0.69853
H 0.59099 0.61669 -0.45382
H 1.68495 0.88231 1.16081
H 0.69881 2.09758 0.62744
H 3.43302 1.21166 -0.60507
H 2.56042 2.75234 -0.19176
H 2.23830 1.87428 -1.81111
C -1.33850 -1.70101 0.71103
C -2.47643 -1.47713 -0.27704
H -0.32645 -1.86199 0.26731
H -1.16362 -0.78004 1.39206
H -1.54657 -2.41760 1.52087
H -2.15338 -1.07025 -1.26206
H -3.17384 -0.75633 0.19555
H -3.07760 -2.36248 -0.51090

Properties
Gap between HOMO and LUMO ... 0.436 hartree
Maximum force ... 5.27 eV/A
LUMO ... 1.10 eV
Total charge ... 0
SMILES ... CC.CC
Calculated total energy ... -159.5379 a.u.



# C4H12

A cluster of 2 separate species, C4H12 in total at a distorted geometry (ωB97M-V/def2-TZVPD, the OMol25 dataset).

Positions of all 16 atoms, in Å:
C 1.40611 1.31033 0.97962
C 0.32717 1.78834 0.03790
H 1.02573 0.46531 1.56427
H 2.28607 0.93588 0.46944
H 1.69741 2.01843 1.75473
H -0.60721 2.07251 0.53430
H 0.60178 2.74415 -0.41810
H 0.04335 1.11356 -0.76260
C -0.30065 -1.58515 -1.05267
C -1.40687 -1.53110 0.02190
H 0.42507 -0.81720 -0.81036
H 0.19062 -2.55144 -1.05658
H -0.78909 -1.37513 -2.00183
H -2.39950 -1.78591 -0.34132
H -1.43140 -0.57499 0.55136
H -1.15156 -2.20452 0.84815

Properties
Gap between HOMO and LUMO ... 0.471 hartree
Maximum force ... 1.59 eV/A
LUMO ... 1.18 eV
Total charge ... 0
SMILES ... CC.CC
Calculated total energy ... -159.5756 a.u.